A molecular structure, C25H46P2Pt in a non-equilibrium geometry. Source: OMol25; level of theory: ωB97M-V with the def2-TZVPD basis set.

As for the charge: +2. Its HOMO energy (alpha / beta) is -11.4 / -12.3 eV. Its spin multiplicity is 5. As for the lowest unoccupied orbital energy (alpha / beta): -0.1851 / -0.2815 Eh. For the largest force on an atom, the calculation gives 5.2 eV Å⁻¹. The calculation puts the molecular weight at 603.67 g mol⁻¹.

Last column: Löwdin charge in e.
Cartesian coordinates (Å):
Pt (-0.603, -1.693, -1.968)  1.35
C (-0.181, -2.675, 3.187)  -0.13
C (1.116, -2.620, 2.594)  -0.13
C (0.969, -0.933, 4.150)  -0.12
C (-0.271, -1.626, 4.142)  -0.12
C (1.822, -1.536, 3.189)  -0.13
C (-1.264, -3.626, 2.865)  0.00
H (-0.957, -4.318, 2.074)  0.09
H (-2.170, -3.100, 2.528)  0.11
H (-1.547, -4.222, 3.745)  0.12
C (-1.448, -1.334, 4.987)  0.01
H (-2.378, -1.548, 4.443)  0.10
H (-1.455, -0.279, 5.290)  0.09
H (-1.451, -1.946, 5.903)  0.12
C (1.322, 0.199, 5.039)  0.01
H (1.792, -0.152, 5.970)  0.12
H (0.427, 0.768, 5.315)  0.09
H (2.030, 0.875, 4.545)  0.08
C (3.206, -1.137, 2.866)  0.00
H (3.942, -1.773, 3.382)  0.12
H (3.395, -0.098, 3.170)  0.08
H (3.399, -1.220, 1.787)  0.10
C (1.600, -3.495, 1.508)  0.01
H (1.394, -4.553, 1.736)  0.11
H (2.682, -3.375, 1.372)  0.09
H (1.107, -3.261, 0.547)  0.09
C (-0.882, 0.193, -2.579)  -0.38
C (-1.868, -0.711, -3.170)  -0.32
C (-1.758, -1.099, -4.634)  -0.18
C (-0.373, -1.723, -4.916)  -0.17
C (0.252, -2.344, -3.664)  -0.35
C (1.203, -1.594, -2.846)  -0.33
C (1.576, -0.178, -3.235)  -0.18
C (0.347, 0.767, -3.278)  -0.18
H (-1.929, -0.222, -5.273)  0.12
H (0.291, -0.948, -5.311)  0.10
H (-2.551, -1.820, -4.879)  0.11
H (0.125, 1.095, -4.297)  0.12
H (-1.304, 0.873, -1.826)  -0.02
H (-2.890, -0.647, -2.758)  0.12
H (0.627, 1.668, -2.721)  0.06
H (2.288, 0.212, -2.494)  0.10
H (1.986, -2.183, -2.350)  0.11
H (2.115, -0.163, -4.198)  0.13
H (-0.473, -2.491, -5.689)  0.12
H (0.380, -3.434, -3.698)  0.11
P (-1.369, 3.246, -1.330)  0.92
P (0.309, 3.725, 0.058)  0.80
C (-0.603, 4.771, -2.111)  -0.39
C (0.497, 5.130, -1.091)  -0.33
H (-1.361, 5.553, -2.253)  0.09
H (-0.192, 4.512, -3.093)  0.08
H (1.510, 5.112, -1.509)  0.09
H (0.343, 6.078, -0.572)  0.10
C (0.046, 4.236, 1.748)  -0.20
H (-0.660, 3.550, 2.233)  0.06
H (-0.339, 5.264, 1.793)  0.07
H (1.017, 4.184, 2.257)  0.06
C (1.756, 2.689, -0.094)  -0.20
H (2.345, 2.972, -0.976)  0.07
H (1.467, 1.630, -0.164)  0.05
H (2.362, 2.841, 0.809)  0.06
C (-2.746, 4.041, -0.425)  -0.32
H (-3.042, 3.394, 0.406)  0.04
H (-3.579, 4.097, -1.132)  0.05
H (-2.521, 5.049, -0.061)  0.05
C (-1.525, -3.534, -1.558)  -0.17
H (-2.008, -3.480, -0.574)  0.00
H (-0.755, -4.316, -1.583)  0.02
H (-2.273, -3.700, -2.347)  0.02
C (-0.595, -0.979, 0.008)  -0.28
H (-1.132, -0.025, 0.098)  -0.03
H (0.463, -0.852, 0.289)  -0.03
H (-1.055, -1.762, 0.628)  -0.03

=====

A molecular structure, C25H47BeClINO3Si2 in a non-equilibrium geometry. Source: OMol25; level of theory: ωB97M-V with the def2-TZVPD basis set.

Its HOMO energy is -6.9 eV. Its spin multiplicity is 1. As for the lowest unoccupied orbital energy: 0.0002 Eh. For the largest force on an atom, the calculation gives 1.9 eV Å⁻¹. The calculation puts the molecular weight at 637.20 g mol⁻¹.

Last column: Löwdin charge in e.
Cartesian coordinates (Å):
O (-0.423, -1.685, -3.066)  -0.18
O (0.995, 1.439, -5.961)  -0.19
C (0.329, -2.830, -3.720)  -0.13
C (-0.475, -4.077, -3.559)  -0.05
H (1.309, -2.872, -3.227)  0.13
H (0.467, -2.507, -4.748)  0.11
H (-0.623, -4.307, -2.502)  0.09
H (0.067, -4.904, -4.016)  0.09
H (-1.451, -3.991, -4.044)  0.08
C (-1.461, -0.851, -3.773)  -0.11
C (-1.374, -1.048, -5.257)  -0.06
H (-1.251, 0.174, -3.461)  0.13
H (-2.415, -1.178, -3.358)  0.12
H (-0.412, -0.737, -5.674)  0.08
H (-2.140, -0.420, -5.729)  0.10
H (-1.615, -2.079, -5.549)  0.09
C (0.589, 2.676, -5.392)  -0.27
C (2.384, 1.156, -6.109)  -0.28
C (-0.794, 3.004, -5.921)  -0.07
H (1.305, 3.465, -5.666)  0.12
H (0.552, 2.611, -4.291)  0.11
H (-0.797, 3.020, -7.016)  0.08
H (-1.117, 3.984, -5.566)  0.08
H (-1.533, 2.262, -5.595)  0.06
C (2.638, 0.840, -7.568)  -0.08
H (2.632, 0.274, -5.502)  0.10
H (3.006, 1.993, -5.767)  0.12
H (1.981, 0.034, -7.916)  0.08
H (3.668, 0.541, -7.736)  0.07
H (2.430, 1.721, -8.184)  0.08
H (-0.178, -1.481, -2.076)  0.08
Be (-0.110, -0.508, -0.256)  -0.05
C (1.382, -0.628, -1.393)  -0.23
Si (2.968, 0.353, -1.122)  0.46
H (1.725, -1.673, -1.424)  0.01
H (1.157, -0.306, -2.419)  0.02
C (4.220, -0.435, -2.307)  -0.19
C (3.614, 0.286, 0.650)  -0.17
C (2.682, 2.116, -1.710)  -0.17
C (-1.780, -1.085, -0.463)  -0.24
Si (-3.221, 0.133, -0.405)  0.44
H (-1.983, -1.688, 0.457)  0.02
H (-1.865, -1.846, -1.248)  -0.01
C (-4.797, -0.455, -1.284)  -0.20
C (-2.891, 1.808, -1.171)  -0.20
C (-3.613, 0.430, 1.412)  -0.18
H (2.279, 2.104, -2.730)  0.01
H (3.626, 2.679, -1.728)  0.03
H (1.968, 2.646, -1.071)  0.02
H (4.150, -1.534, -2.274)  0.02
H (5.247, -0.152, -2.038)  0.02
H (4.030, -0.121, -3.345)  0.01
H (3.574, -0.737, 1.061)  0.03
H (3.034, 0.938, 1.322)  0.03
H (4.667, 0.624, 0.685)  0.03
H (-2.844, 1.758, -2.266)  0.01
H (-1.944, 2.219, -0.803)  -0.03
H (-3.685, 2.519, -0.903)  0.04
H (-4.485, 1.090, 1.528)  0.03
H (-2.769, 0.901, 1.938)  0.02
H (-3.835, -0.516, 1.928)  0.03
H (-5.688, 0.029, -0.845)  0.03
H (-4.941, -1.539, -1.207)  0.02
H (-4.779, -0.188, -2.350)  0.01
Cl (1.380, 1.492, 5.660)  0.70
C (0.837, 1.377, 4.047)  -0.64
C (0.408, 2.522, 3.380)  -0.17
C (-0.001, 2.493, 2.043)  -0.63
I (-0.506, 4.264, 1.033)  0.91
C (0.006, 1.255, 1.361)  -0.37
O (-0.174, 1.106, 0.067)  -0.15
C (0.358, 0.061, 2.077)  -0.12
N (0.452, -1.057, 1.291)  0.08
C (0.919, -2.199, 1.812)  -0.07
C (1.413, -2.245, 3.124)  -0.04
C (1.383, -1.105, 3.916)  -0.01
C (0.842, 0.097, 3.407)  -0.17
H (0.403, 3.474, 3.893)  0.09
H (0.901, -3.078, 1.162)  0.13
H (1.824, -3.183, 3.484)  0.11
H (1.799, -1.103, 4.919)  0.09

=====

A molecular structure, C25H47CaCl2NO3Si2 in a non-equilibrium geometry. Source: OMol25; level of theory: ωB97M-V with the def2-TZVPD basis set.

Its HOMO energy is -6.6 eV. Its spin multiplicity is 1. As for the lowest unoccupied orbital energy: 0.0067 Eh. For the largest force on an atom, the calculation gives 2.4 eV Å⁻¹. The calculation puts the molecular weight at 576.81 g mol⁻¹.

Last column: Löwdin charge in e.
Cartesian coordinates (Å):
O (-0.984, -1.362, -1.341)  -0.41
O (0.780, 0.692, -3.842)  -0.23
C (0.024, -2.342, -1.833)  -0.22
C (-0.525, -3.744, -1.676)  -0.05
H (0.940, -2.170, -1.225)  0.12
H (0.250, -2.074, -2.873)  0.11
H (-0.745, -3.995, -0.631)  0.09
H (0.232, -4.430, -2.054)  0.08
H (-1.433, -3.877, -2.280)  0.09
C (-1.933, -0.758, -2.273)  -0.21
C (-1.701, -1.044, -3.730)  -0.07
H (-1.903, 0.324, -2.103)  0.11
H (-2.911, -1.123, -1.947)  0.10
H (-0.807, -0.552, -4.117)  0.06
H (-2.559, -0.614, -4.253)  0.09
H (-1.671, -2.105, -3.973)  0.08
C (0.407, 2.040, -3.478)  -0.26
C (2.104, 0.644, -4.414)  -0.27
C (-0.634, 2.486, -4.470)  -0.06
H (1.303, 2.691, -3.504)  0.12
H (0.031, 2.078, -2.434)  0.11
H (-0.221, 2.500, -5.475)  0.07
H (-0.962, 3.483, -4.203)  0.08
H (-1.481, 1.807, -4.442)  0.07
C (2.051, 0.903, -5.907)  -0.07
H (2.537, -0.339, -4.183)  0.12
H (2.738, 1.401, -3.928)  0.10
H (1.291, 0.285, -6.402)  0.09
H (3.028, 0.631, -6.307)  0.08
H (1.852, 1.956, -6.142)  0.07
H (3.014, 1.438, -1.742)  0.00
Ca (-0.509, -0.730, 0.673)  1.29
C (2.456, 0.718, -1.125)  -0.20
Si (3.871, 0.669, 0.110)  0.50
H (2.205, -0.198, -1.680)  0.03
H (1.604, 1.258, -0.679)  0.04
C (5.083, -0.546, -0.706)  -0.18
C (3.384, 0.112, 1.857)  -0.17
C (4.265, 2.533, -0.014)  -0.18
C (-2.489, -1.747, 1.146)  -0.42
Si (-3.584, -0.228, 1.048)  0.36
H (-2.448, -2.220, 2.143)  -0.02
H (-2.690, -2.565, 0.440)  -0.03
C (-4.970, -0.583, -0.175)  -0.20
C (-2.775, 1.404, 0.472)  -0.20
C (-4.267, 0.123, 2.759)  -0.19
H (3.702, 2.968, -0.860)  0.02
H (5.330, 2.722, -0.197)  0.03
H (3.928, 3.037, 0.905)  0.03
H (4.822, -1.577, -0.420)  0.03
H (6.101, -0.328, -0.358)  0.02
H (5.032, -0.446, -1.803)  0.03
H (2.597, -0.664, 1.880)  0.01
H (3.016, 0.975, 2.440)  0.03
H (4.251, -0.296, 2.411)  0.04
H (-3.265, 1.740, -0.457)  0.03
H (-1.683, 1.434, 0.284)  -0.01
H (-2.974, 2.179, 1.229)  0.03
H (-5.144, 0.785, 2.754)  0.03
H (-3.511, 0.575, 3.415)  0.01
H (-4.568, -0.831, 3.212)  0.03
H (-5.890, -0.026, 0.044)  0.03
H (-5.212, -1.651, -0.118)  0.03
H (-4.705, -0.367, -1.217)  0.01
Cl (1.923, -3.596, 4.097)  0.70
C (1.030, -2.281, 4.706)  -0.63
C (0.843, -2.123, 6.073)  -0.13
C (0.162, -1.025, 6.594)  -0.65
Cl (-0.088, -0.923, 8.283)  0.69
C (-0.332, 0.001, 5.747)  -0.17
C (-0.960, 1.175, 6.218)  -0.03
C (-1.364, 2.124, 5.293)  -0.06
C (-1.176, 1.872, 3.923)  -0.16
N (-0.650, 0.749, 3.433)  0.10
C (-0.201, -0.176, 4.314)  -0.14
C (0.437, -1.379, 3.769)  -0.40
O (0.478, -1.614, 2.505)  -0.30
H (1.240, -2.884, 6.748)  0.11
H (-1.123, 1.334, 7.280)  0.09
H (-1.823, 3.057, 5.593)  0.10
H (-1.473, 2.629, 3.196)  0.10